Record 1
Computed, not measured: C52H32BrCoF13NP2Se4 as an isolated structure at a distorted geometry, with ωB97M-V with the def2-TZVPD basis set.

Multiplicity: 4
Charge: -1
Orbital gap (spin up / spin down) (Eh): 0.2343 / 0.1694
⟨S²⟩: 3.787

Element x y z (Å)
Br -1.06720 0.19808 -2.81891
Se 4.60276 3.90729 -0.51402
Se 2.48866 1.46810 -2.04453
Se 2.59043 3.76522 -1.73548
Se 6.13961 2.62588 -1.48127
Co 0.43000 1.61623 -0.61603
P 1.61263 -3.33514 -1.88194
P -1.24803 3.02411 -1.34542
F 4.27363 0.63975 2.99968
F 4.29125 -9.32007 -3.43630
F -4.98509 -3.91652 -0.29810
F -6.07300 -0.61002 -1.93688
F -3.92214 -4.39347 1.54745
F 4.83870 -1.31978 3.76943
F -4.33145 3.41351 -0.21418
F 6.11898 -0.32915 2.37196
F -6.35306 1.73335 -0.39903
F -3.64364 -1.21167 -2.89338
F 3.41333 -9.86726 -1.57746
F 5.36367 -8.99691 -1.54803
F -4.43938 -2.32457 1.10004
N -0.40335 0.66876 0.85408
C 3.18676 -5.50739 -0.84907
C 2.37692 2.75918 4.21771
C -2.61652 1.16000 4.92081
C -1.75425 6.76367 0.32409
C 2.50629 -2.56367 -0.45617
C -1.76357 4.59466 -5.66209
C 2.58216 -7.14219 -3.00098
C 3.51981 -7.52915 -2.05806
C 1.49424 1.86937 3.72714
C -1.59728 4.41897 -0.20851
C -1.87201 -2.20375 -0.12360
C -0.41399 3.55000 -3.96082
C -2.73023 0.76925 -2.06722
C 2.10314 -2.54869 0.89787
C -1.62436 1.49459 4.02045
C -1.78148 4.08067 1.14786
C -1.42625 -0.79223 3.33083
C 1.96676 -5.89630 -2.89823
C 4.17108 -8.93348 -2.17100
C -2.81146 2.00086 -1.38828
C 4.03153 -1.19239 1.50310
C -2.17736 -4.52296 -0.84441
C -3.99289 -3.51274 0.52811
C -1.96918 5.09721 2.03823
C -2.31955 -1.16704 4.29189
C -0.09325 -3.42283 -1.25648
C -0.59832 3.91970 -5.33002
C -5.20546 1.43927 -0.97597
C 4.41873 -1.15844 0.17785
C -1.06069 0.54555 3.20914
C 2.42672 3.85174 2.08005
C -1.93376 6.45408 1.66390
C -2.76046 4.83706 -4.71007
C 3.82519 -6.71565 -0.99498
C -0.59765 -2.25967 -0.66624
C -1.38650 3.75135 -3.03080
C -0.92474 -4.54301 -1.44924
C -4.09462 2.28058 -0.87368
C 2.26506 -5.03142 -1.80345
C -0.15973 1.03202 2.02731
C -2.96620 -0.17552 5.06415
C -2.67001 -3.34570 -0.20671
C 1.49600 2.98518 1.63256
C -3.81250 -0.05342 -2.23659
C -5.05628 0.26601 -1.75062
C 0.92079 1.99282 2.45580
C 3.62991 -1.83782 -0.79064
C -1.55312 5.74973 -0.60678
C 2.84291 -1.83699 1.85853
C 4.80698 -0.54335 2.62188
C -2.59808 4.38331 -3.41518
C 2.80717 3.84066 3.43625
H -2.09299 4.89497 3.12336
H 0.09288 -1.45162 -0.44706
H 2.51974 -1.70400 2.91441
H -1.26993 2.53585 4.03615
H -0.55900 -5.41122 -1.85388
H 1.17982 1.02951 4.29123
H -3.40834 4.58794 -2.72276
H 5.19740 -0.50659 -0.11604
H 2.28198 -7.81058 -3.80190
H 0.50653 3.01380 -3.69386
H -3.11093 1.90715 5.50761
H 3.53171 4.54494 3.87003
H 1.14299 -2.98242 1.15796
H -2.03115 7.24014 2.38625
H 4.52868 -7.01436 -0.21871
H -2.25205 -1.31476 0.32718
H -1.35816 6.00275 -1.58464
H -3.68617 5.32903 -4.98194
H -1.61813 7.77242 0.00439
H -0.90645 -1.56799 2.73177
H 0.15348 3.70435 -6.09033
H 1.18278 3.12697 0.60251
H -2.61995 -2.20423 4.44291
H 1.30728 -5.50776 -3.65961
H -3.72946 -0.41306 5.75382
H -2.00791 4.97804 -6.66999
H 2.78060 2.62544 5.23348
H -1.76704 3.04557 1.40506
H -2.81996 -5.42689 -0.88500
H 3.91027 -1.73438 -1.83090
H 2.74420 4.70276 1.47488
H 3.42356 -4.87921 0.00225

Here are the Löwdin charges for atoms 1 to 2, given in e:
1 Br 0.90
2 Se -0.07

Record 2
Computed, not measured: an isolated ion of composition C5H6NO and charge -1 at a distorted geometry, with ωB97M-V with the def2-TZVPD basis set.

Energy above the lowest of the compared OMol25 structures with the same formula, charge and spin (kcal/mol): 77.5
Charge: -1
Orbital gap (spin up / spin down) (Eh): 0.2509 / 0.2090

Element x y z (Å)
O 1.01676 1.79696 -2.32530
N 0.34344 1.32858 -1.35088
C 0.16608 -1.11426 -0.17629
C -0.67385 -0.32827 0.69042
C 0.19619 -2.36514 -0.33051
C -0.13168 1.14364 0.94324
C 0.39531 1.84304 -0.15977
H -0.12642 -3.19314 0.36807
H 0.76683 2.88475 0.07203
H 0.81941 -2.78642 -1.23156
H -1.53825 -0.07348 -0.01751
H -0.07029 1.66773 1.90733
H -1.16352 -0.80399 1.61073

Here are the Löwdin charges for atoms 1 to 2, given in e:
1 O -0.24
2 N -0.21

Record 3
Computed, not measured: the molecule C2H3NO2 at a distorted geometry, with ωB97M-V with the def2-TZVPD basis set.

Energy above the lowest of the compared OMol25 structures with the same formula, charge and spin (kcal/mol): 120.4
Orbital gap (spin up / spin down) (Eh): 0.2884 / 0.2881

Element x y z (Å)
O -0.02908 -1.59858 0.67672
O 0.44493 1.06268 -1.67326
N -0.04810 -0.44999 0.23547
C -0.55281 0.54940 0.89303
C 0.54015 -0.21558 -1.02385
H -0.28389 1.48646 0.61830
H -1.12392 0.33772 1.70286
H 1.05270 -1.17210 -1.42928

Here are the Löwdin charges for atoms 1 to 2, given in e:
1 O -0.05
2 O -0.07

Copy entry 2 word for word.
Computed, not measured: an isolated ion of composition C5H6NO and charge -1 at a distorted geometry, with ωB97M-V with the def2-TZVPD basis set.

Energy above the lowest of the compared OMol25 structures with the same formula, charge and spin (kcal/mol): 77.5
Charge: -1
Orbital gap (spin up / spin down) (Eh): 0.2509 / 0.2090

Element x y z (Å)
O 1.01676 1.79696 -2.32530
N 0.34344 1.32858 -1.35088
C 0.16608 -1.11426 -0.17629
C -0.67385 -0.32827 0.69042
C 0.19619 -2.36514 -0.33051
C -0.13168 1.14364 0.94324
C 0.39531 1.84304 -0.15977
H -0.12642 -3.19314 0.36807
H 0.76683 2.88475 0.07203
H 0.81941 -2.78642 -1.23156
H -1.53825 -0.07348 -0.01751
H -0.07029 1.66773 1.90733
H -1.16352 -0.80399 1.61073

Here are the Löwdin charges for atoms 1 to 2, given in e:
1 O -0.24
2 N -0.21

Repeat the third record exactly.
Computed, not measured: the molecule C2H3NO2 at a distorted geometry, with ωB97M-V with the def2-TZVPD basis set.

Energy above the lowest of the compared OMol25 structures with the same formula, charge and spin (kcal/mol): 120.4
Orbital gap (spin up / spin down) (Eh): 0.2884 / 0.2881

Element x y z (Å)
O -0.02908 -1.59858 0.67672
O 0.44493 1.06268 -1.67326
N -0.04810 -0.44999 0.23547
C -0.55281 0.54940 0.89303
C 0.54015 -0.21558 -1.02385
H -0.28389 1.48646 0.61830
H -1.12392 0.33772 1.70286
H 1.05270 -1.17210 -1.42928

Here are the Löwdin charges for atoms 1 to 2, given in e:
1 O -0.05
2 O -0.07